(1)
C2FN3 | ωB97M-V with the def2-TZVPD basis set

For the LUMO energy, the calculation gives -0.38 eV. The calculation puts the relative energy (zero: lowest compared OMol25 entry of this formula, charge and spin) at 3.560 eV. The value obtained for the frontier orbital gap is 9.228 eV. As for the structure (SMILES): N#CN1N=C1F. The calculation puts the highest occupied orbital energy at -9.610 eV.

Element x y z (Å)
1 N -2.01609 1.67745 0.54721
2 C -1.24671 0.92997 0.17066
3 N -0.35415 -0.10679 0.04212
4 N 0.41059 -0.59010 -1.14319
5 C 1.16294 -0.73538 -0.20999
6 F 2.04343 -1.17515 0.59319

(2)
C22H40Cl3IN7O5P2Ti | ωB97M-V with the def2-TZVPD basis set

The multiplicity is 2. For the LUMO energy (spin up / spin down), the calculation gives -6.30 / -6.30 eV. The total charge is +2. The calculation puts the relative energy (zero: lowest compared OMol25 entry of this formula, charge and spin) at 0.000 eV. The value obtained for the frontier orbital gap (spin up / spin down) is 6.130 / 7.251 eV. The calculation puts the highest occupied orbital energy (spin up / spin down) at -12.430 / -13.548 eV.

Element x y z (Å)
1 Ti -0.77049 0.39921 -1.41681
2 C 3.09802 3.43595 -1.31595
3 N 2.71001 2.72518 -0.10178
4 C 2.31041 3.54690 1.04961
5 P 2.46807 1.09743 -0.16618
6 O 1.38973 0.68844 -1.10647
7 O 2.03651 0.69757 1.37432
8 P 0.59565 0.09504 1.84033
9 O -0.43921 0.17773 0.78315
10 N 0.94950 -1.44667 2.30101
11 C 1.83453 -2.31774 1.55316
12 C 0.05887 -2.15112 3.22021
13 N 0.23969 0.88117 3.24684
14 C 1.11881 0.86164 4.39088
15 C -0.84491 1.83997 3.35927
16 N 3.92548 0.36606 -0.43276
17 C 5.10565 0.76937 0.35075
18 C 4.25866 -0.63428 -1.45820
19 H 4.14185 3.76183 -1.26858
20 H 2.45117 4.29749 -1.47135
21 H 3.01796 2.73050 -2.15063
22 H 1.34680 4.03904 0.87219
23 H 3.07452 4.31155 1.23120
24 H 2.22173 2.88106 1.92252
25 H 2.13807 -1.84304 0.61267
26 H 1.34147 -3.27784 1.34053
27 H 2.75365 -2.53070 2.10876
28 H -0.57771 -1.39851 3.68272
29 H 0.65423 -2.65862 3.99741
30 H -0.61189 -2.85833 2.70048
31 H 1.97507 0.22721 4.14441
32 H 0.60816 0.44897 5.29101
33 H 1.47920 1.84895 4.66336
34 H -1.55405 1.60429 2.56932
35 H -0.49563 2.88310 3.30878
36 H -1.33566 1.71342 4.33121
37 H 4.95513 1.77142 0.77217
38 H 5.97769 0.80919 -0.34855
39 H 5.34755 0.07695 1.17631
40 H 3.34658 -0.92359 -2.00071
41 H 4.67333 -1.54427 -0.98954
42 H 4.97408 -0.23538 -2.16989
43 Cl -0.39716 0.73599 -3.58603
44 C -2.93516 0.15879 -3.85834
45 Cl -3.19631 1.15200 -5.20671
46 Cl -2.76713 -1.51254 -4.17057
47 C -3.38864 0.69943 -2.49057
48 O -4.31906 1.46613 -2.40017
49 O -2.63613 0.26934 -1.46708
50 I 0.17116 6.65312 -2.52956
51 C -0.38907 4.83287 -1.66037
52 C -1.12821 4.67712 -0.48231
53 N -1.44766 3.37269 -0.40167
54 N -0.98034 2.67511 -1.44352
55 C -0.30285 3.53667 -2.19967
56 H -1.37238 5.39259 0.27919
57 H -2.08680 2.92576 0.24560
58 H 0.20285 3.22298 -3.07492
59 C -4.16192 -4.04702 -0.36082
60 N -4.08371 -2.61489 0.10060
61 C -4.85605 -1.73847 -0.81127
62 C -2.65810 -2.06668 0.34421
63 C -1.54802 -2.54604 -0.57742
64 C -1.15086 -3.90272 -0.56006
65 C -0.15544 -4.36794 -1.40781
66 C 0.62281 -3.45326 -2.08606
67 C 0.34192 -2.09633 -2.06085
68 C -0.76727 -1.61909 -1.34534
69 H -5.19500 -4.34922 -0.41819
70 H -3.65940 -4.69506 0.33678
71 H -3.70680 -4.12547 -1.36757
72 H -4.54022 -2.58336 1.03533
73 H -4.40666 -1.79686 -1.81004
74 H -4.85815 -0.72735 -0.42280
75 H -5.88923 -2.12693 -0.90001
76 H -2.37495 -2.33865 1.37059
77 H -2.73774 -0.98681 0.29171
78 H -1.64637 -4.63727 0.08467
79 H -0.02888 -5.44648 -1.53884
80 H 1.46926 -3.76203 -2.70289
81 H 1.01541 -1.39671 -2.54444